The following is a DFT calculation (ωB97M-V with the def2-TZVPD basis set) of C41H38AsMoN2O as an isolated structure.

Results
E_LUMO (alpha / beta) (eV): -10.20 / -10.25
F_max (eV Å⁻¹): 0.8
ΔE to the lowest compared entry with this formula, charge and spin (kJ/mol): 0.0
HOMO (alpha / beta) (eV): -16.46 / -16.48
Frontier orbital gap (alpha / beta) (eV): 6.27 / 6.24

```
! wB97M-V def2-TZVPD RIJCOSX def2/J DEFGRID3
* xyz 3 1
Mo -1.06631 -1.13048 -0.87161
C -3.59935 1.14150 -1.75000
C -3.25472 -0.13340 -1.05057
C -3.17189 -1.34744 -1.77772
C -3.04211 -2.57751 -1.09044
C -3.19362 -3.87216 -1.82166
C -2.69250 -2.53600 0.26880
C -2.57325 -1.31962 0.99632
C -2.24107 -1.33352 2.45489
C -2.93822 -0.14411 0.32680
H -4.67479 1.30961 -1.63916
H -3.38692 1.09062 -2.81650
H -3.09095 1.99277 -1.29887
H -3.36310 -1.33787 -2.84335
H -4.26196 -4.08833 -1.91286
H -2.74177 -4.70017 -1.28052
H -2.79494 -3.81832 -2.83532
H -2.45505 -3.46068 0.78127
H -3.16685 -1.43640 3.02641
H -1.76097 -0.40652 2.76146
H -1.60072 -2.17838 2.70122
H -2.89553 0.79914 0.85881
N 2.35461 -2.39882 -0.92970
C 1.04751 -2.42057 -1.20428
N 0.68314 -1.41746 -2.01278
C 1.85780 -0.72873 -2.34063
C 2.07664 0.33787 -3.20335
C 3.38503 0.74964 -3.36773
C 4.44277 0.11727 -2.69850
C 4.23230 -0.95161 -1.84523
C 2.91798 -1.35940 -1.68393
H 2.83837 -3.11278 -0.40294
H -0.54780 -3.71371 -1.56784
H 1.26480 0.80671 -3.74175
H 3.60462 1.56290 -4.04583
H 5.45449 0.45964 -2.86934
H 5.05508 -1.45336 -1.35346
O -0.27176 0.47556 -0.35426
As 0.29056 2.02329 0.28815
C 0.87639 2.96814 -1.23407
C 2.14881 3.53069 -1.18714
C 2.59135 4.27892 -2.26925
C 1.77237 4.45110 -3.37630
C 0.50234 3.88110 -3.41495
C 0.04476 3.13858 -2.34030
C 1.66900 1.63024 1.51666
C 2.47642 0.51420 1.31463
C 3.53103 0.28344 2.18220
C 3.77817 1.16649 3.22784
C 2.97441 2.28325 3.41386
C 1.90882 2.52471 2.55771
C -1.18085 2.82449 1.16384
C -1.49475 2.41642 2.46215
C -2.58088 2.99109 3.10332
C -3.33512 3.96498 2.45643
C -3.00439 4.38216 1.17274
C -1.91972 3.81600 0.51846
H 2.79215 3.39221 -0.32688
H 3.57456 4.72921 -2.24191
H 2.11841 5.03906 -4.21631
H -0.13104 4.02664 -4.27996
H -0.94455 2.69606 -2.37290
H 2.28999 -0.15484 0.48513
H 4.16820 -0.57956 2.03921
H 4.60696 0.98642 3.89970
H 3.17438 2.97067 4.22454
H 1.28808 3.39922 2.71026
H -0.88400 1.68575 2.97931
H -2.82782 2.69823 4.11528
H -4.17414 4.41782 2.96834
H -3.57678 5.16253 0.68944
H -1.63735 4.16606 -0.46700
C -0.09719 -3.18936 -0.72816
C 0.05374 -3.92378 0.54770
C -0.34350 -5.25500 0.65708
C -0.18033 -5.93781 1.85435
C 0.38020 -5.29729 2.95084
C 0.78808 -3.97089 2.84823
C 0.62554 -3.28786 1.65404
H -0.74783 -5.77541 -0.20381
H -0.47937 -6.97477 1.92799
H 0.50907 -5.83177 3.88234
H 1.23481 -3.47765 3.70179
H 0.94202 -2.24904 1.57951
*
```

Formally, the Mulliken partial charges of the atoms, in units of the elementary charge, are as follows: number 1, Mo, carries 0.025; number 2, C, carries -1.451; number 3, C, carries 1.149; number 4, C, carries -1.469; number 5, C, carries 1.359; number 6, C, carries -1.639; number 7, C, carries -1.656; number 8, C, carries 1.136; number 9, C, carries -1.007; number 10, C, carries -0.332; number 11, H, carries 0.365; number 12, H, carries 0.522; number 13, H, carries 0.091; number 14, H, carries 0.712; number 15, H, carries 0.388; number 16, H, carries 0.302; number 17, H, carries 0.520; number 18, H, carries 1.003; number 19, H, carries 0.331; number 20, H, carries 0.074; number 21, H, carries 0.340; number 22, H, carries 0.741; number 23, N, carries 0.195; number 24, C, carries -0.683; number 25, N, carries -0.518; number 26, C, carries 1.225; number 27, C, carries -0.840; number 28, C, carries -0.749; number 29, C, carries -0.688; number 30, C, carries -1.062; number 31, C, carries -0.070; number 32, H, carries 0.292; number 33, H, carries 0.827; number 34, H, carries 0.624; number 35, H, carries 0.532; number 36, H, carries 0.477; number 37, H, carries 0.539; number 38, O, carries 0.441; number 39, As, carries 2.271; number 40, C, carries 0.491; number 41, C, carries -0.567; number 42, C, carries -0.922; number 43, C, carries -0.720; number 44, C, carries -0.825; number 45, C, carries -0.207; number 46, C, carries -0.245; number 47, C, carries 0.078; number 48, C, carries -0.730; number 49, C, carries -0.745; number 50, C, carries -0.789; number 51, C, carries -0.776; number 52, C, carries 0.020; number 53, C, carries -0.570; number 54, C, carries -0.872; number 55, C, carries -0.678; number 56, C, carries -0.793; number 57, C, carries -0.345; number 58, H, carries 0.502; number 59, H, carries 0.494; number 60, H, carries 0.461; number 61, H, carries 0.475; number 62, H, carries 0.333; number 63, H, carries 0.455; number 64, H, carries 0.493; number 65, H, carries 0.449; number 66, H, carries 0.480; number 67, H, carries 0.538; number 68, H, carries 0.733; number 69, H, carries 0.493; number 70, H, carries 0.471; number 71, H, carries 0.499; number 72, H, carries 0.511; number 73, C, carries 0.688; number 74, C, carries 0.311; number 75, C, carries -0.204; number 76, C, carries -0.862; number 77, C, carries -0.636; number 78, C, carries -0.822; number 79, C, carries -0.453; number 80, H, carries 0.453; number 81, H, carries 0.481; number 82, H, carries 0.459; number 83, H, carries 0.492; number 84, H, carries 0.588

The following is a DFT calculation (ωB97M-V with the def2-TZVPD basis set) of a single C5H5Cl3Si molecule.

Results
E_LUMO (eV): 0.27
F_max (eV Å⁻¹): 2.0
ΔE to the lowest compared entry with this formula, charge and spin (kJ/mol): 42.9
HOMO (eV): -9.06
Frontier orbital gap (eV): 9.33

```
! wB97M-V def2-TZVPD RIJCOSX def2/J DEFGRID3
* xyz 0 1
Cl 1.54807 -3.11239 0.58650
Si 0.07591 -1.66909 1.10916
Cl -1.63578 -2.62571 1.92417
Cl 0.78564 -0.55110 2.68591
C -0.15871 -0.51145 -0.46740
C -1.14662 0.54388 -0.11202
C -0.68081 1.72640 -0.49821
C 0.67355 1.61066 -0.96804
C 1.03607 0.30364 -0.96860
H -0.71196 -1.15622 -1.21306
H -2.08743 0.49313 0.39463
H -1.17810 2.65880 -0.35903
H 1.45718 2.35875 -0.94488
H 2.02299 -0.06929 -1.16912
*
```

Formally, the natural (NBO) partial charges of the atoms, in units of the elementary charge, are as follows: number 1, Cl, carries -0.368; number 2, Si, carries 1.439; number 3, Cl, carries -0.349; number 4, Cl, carries -0.351; number 5, C, carries -0.720; number 6, C, carries -0.205; number 7, C, carries -0.229; number 8, C, carries -0.223; number 9, C, carries -0.187; number 10, H, carries 0.294; number 11, H, carries 0.230; number 12, H, carries 0.217; number 13, H, carries 0.226; number 14, H, carries 0.226